(1)
A molecular structure, C20H59NNa3O13P. Source: the Open Molecules 2025 dataset; level of theory: wB97M-V/def2-TZVPD.

Element x y z (Å)
Na: 1.0968 1.5917 -1.5802
Na: 1.9570 -1.2132 2.0277
Na: -0.9673 -2.5705 -1.4819
P: 0.4890 -0.7906 -0.1776
O: -0.7865 -0.6087 0.6859
O: 0.9820 -2.1942 0.1480
O: 1.5751 0.2358 0.2477
O: 0.2387 -0.5387 -1.6627
C: -2.3513 1.3452 -4.5676
C: -2.2023 1.7890 -3.0789
C: -3.3963 2.6141 -2.6182
O: -3.4692 3.8766 -3.3180
C: -4.6236 4.6304 -2.9684
N: -2.2000 0.6328 -2.2437
H: -2.3267 2.1998 -5.2437
H: -3.2877 0.8019 -4.6944
H: -1.5711 0.6193 -4.7966
H: -1.2705 2.3434 -2.9676
H: -3.4722 2.7417 -1.5383
H: -4.3369 2.0757 -2.7341
H: -4.3942 5.1846 -2.0583
H: -5.5187 4.0286 -2.8111
H: -4.7274 5.3624 -3.7694
H: -2.3748 0.8842 -1.2813
H: -1.2315 0.3981 -2.0794
C: -0.4154 -0.8970 5.4069
C: -0.7542 0.0347 4.2238
O: 0.0462 -0.4553 3.1408
H: -1.1807 -0.9901 6.1775
H: 0.5637 -0.6425 5.8126
H: -0.3253 -1.9383 5.0978
H: -0.5593 1.0755 4.4826
H: -1.7732 -0.1178 3.8682
H: -0.2971 -0.2201 2.2757
C: 4.5951 3.1578 -0.2105
C: 4.4578 1.6470 0.0276
O: 3.5465 1.1415 -0.8962
H: 3.7132 3.7871 -0.0911
H: 4.9447 3.2972 -1.2334
H: 5.3228 3.4670 0.5399
H: 3.9754 1.4701 0.9889
H: 5.4058 1.1168 -0.0642
H: 2.8529 0.6592 -0.4403
C: 5.2210 -2.9137 -1.7311
C: 3.9938 -2.1851 -1.1483
O: 3.1049 -3.2499 -0.7439
H: 4.9600 -3.5510 -2.5759
H: 5.6077 -3.5670 -0.9489
H: 5.9097 -2.1647 -2.1218
H: 3.5498 -1.5224 -1.8912
H: 4.2517 -1.5125 -0.3303
H: 2.2893 -2.7863 -0.5400
C: 0.2444 -4.7820 3.8978
C: 0.1291 -4.2354 2.4435
O: 1.3878 -3.8938 2.0962
H: -0.7476 -5.1632 4.1399
H: 0.5486 -4.2089 4.7737
H: 1.0030 -5.5586 3.8002
H: -0.5849 -3.4240 2.3026
H: -0.2187 -5.0738 1.8398
H: 1.3651 -3.4138 1.2652
C: -4.7319 -1.8307 0.9544
C: -3.5356 -2.0365 -0.0332
O: -2.4113 -2.6104 0.5490
H: -5.3230 -2.7450 1.0051
H: -5.3891 -1.0349 0.6039
H: -4.4116 -1.6499 1.9805
H: -3.2184 -1.1253 -0.5405
H: -3.8251 -2.7785 -0.7774
H: -1.7635 -1.9143 0.6811
C: -2.9551 3.1027 1.9331
C: -2.9132 1.7066 1.2097
O: -1.9154 1.6670 0.2593
H: -1.9332 3.4727 2.0169
H: -3.4939 3.1121 2.8805
H: -3.4109 3.8228 1.2535
H: -3.9376 1.4581 0.9324
H: -2.8663 0.8256 1.8498
H: -1.3398 0.9098 0.3894
C: 1.3622 4.0731 3.2713
C: 1.9176 2.7158 2.7721
O: 1.2789 2.4550 1.5496
H: 0.2738 4.1253 3.2998
H: 1.6151 4.9274 2.6434
H: 1.7276 4.3080 4.2710
H: 1.6684 1.8913 3.4400
H: 2.9867 2.7523 2.5630
H: 1.4293 1.5547 1.2522
C: 2.5355 -2.4613 -5.2998
C: 1.4965 -2.1425 -4.2303
O: 1.5582 -0.7853 -3.9494
H: 3.4923 -2.4973 -4.7790
H: 2.5965 -1.7080 -6.0854
H: 2.3997 -3.4685 -5.6935
H: 1.4345 -2.8525 -3.4056
H: 0.5453 -2.3337 -4.7270
H: 1.0928 -0.7315 -3.1115

Energy above the lowest of the compared OMol25 structures with the same formula, charge and spin, eV: 0.071
E_HOMO, Ha: -0.3322
Frontier orbital gap, eV: 8.73
Molar mass, g/mol: 621.6
Calculated total energy, eV: -72348.33097
Lowest unoccupied orbital energy, eV: -0.313
Largest force on an atom, eV/Å: 2.94

=====

(2)
A molecular structure, C20H60BF4O10. Source: the Open Molecules 2025 dataset; level of theory: wB97M-V/def2-TZVPD.

Element x y z (Å)
B: 0.4837 0.4130 0.1092
F: -0.8559 0.1676 0.1137
F: 0.9977 0.0571 1.4086
F: 1.0092 -0.2966 -0.8988
F: 0.6169 1.7850 -0.0999
C: 3.7967 1.8716 -2.4892
O: 4.7912 2.2396 -1.4709
H: 3.0772 2.6347 -2.5283
H: 3.3569 1.0288 -2.1207
H: 4.3087 1.7953 -3.4680
H: 4.3473 2.6011 -0.8327
C: 4.1614 1.3179 1.6807
O: 5.1067 2.2339 1.3379
H: 4.3887 0.3168 1.5023
H: 3.0924 1.3564 1.3155
H: 3.9420 1.2443 2.8345
H: 5.8626 1.6068 1.4804
C: 1.4719 -2.9382 -3.4192
O: 0.8706 -3.4115 -4.6257
H: 1.0560 -1.8073 -3.1192
H: 2.5885 -2.6552 -3.4460
H: 1.0498 -3.7390 -2.6530
H: 0.6725 -4.3204 -4.5836
C: 4.4809 -2.0734 -1.4985
O: 3.6062 -1.7658 -0.3425
H: 4.2543 -3.2649 -1.6473
H: 5.5278 -1.8125 -1.2309
H: 4.1825 -1.5293 -2.4445
H: 2.9548 -1.0283 -0.6677
C: 1.1179 4.7529 0.9594
O: 1.3068 6.0454 1.3401
H: 1.8140 4.1053 0.3013
H: 0.2186 4.6465 0.2329
H: 1.1037 4.1418 1.8877
H: 0.7386 6.1873 1.9993
C: -2.6126 -2.9273 -3.0649
C: -2.1622 -1.7710 -2.3005
C: -3.3463 -0.9701 -1.7012
O: -1.5252 -2.2494 -1.1499
H: -1.7741 -3.3665 -3.4808
H: -3.0488 -2.4602 -3.8124
H: -3.2558 -3.5249 -2.5321
H: -1.5033 -1.1447 -2.8361
H: -3.7601 -0.8403 -2.5516
H: -2.9803 0.0406 -1.3801
H: -3.7533 -1.5088 -1.1011
H: -1.1356 -1.7743 -0.5234
C: 1.2450 -2.1813 2.8203
C: 1.7137 -2.9892 4.0757
C: 1.2948 -4.4292 4.1101
O: 3.0619 -2.8542 3.9883
H: 1.8408 -1.3131 2.9465
H: 0.1362 -2.0581 2.8989
H: 1.3134 -2.4692 1.9583
H: 1.6098 -2.3629 4.9904
H: 1.6589 -5.0075 3.4016
H: 0.4123 -4.6257 4.0889
H: 2.0020 -5.0077 4.8528
H: 3.2595 -2.9130 4.8917
C: -1.9299 2.7229 -4.0194
C: -0.7951 1.8692 -3.3471
C: -0.1559 0.8815 -4.1998
O: 0.2478 2.8133 -2.8995
H: -1.4534 3.5820 -4.5587
H: -2.4463 3.1149 -3.1993
H: -2.3987 2.0243 -4.5431
H: -1.3098 1.2291 -2.5524
H: 0.0985 1.3199 -5.2156
H: -0.7229 0.0074 -4.4034
H: 0.7856 0.1686 -3.7724
H: 0.3279 2.4717 -1.8838
C: -4.2984 2.8301 1.9721
C: -3.0727 2.5417 1.0320
C: -2.6416 3.7787 0.1906
O: -1.9137 2.1820 1.7052
H: -5.0195 3.0222 1.1781
H: -4.1959 3.7500 2.2626
H: -4.4792 2.0489 2.6907
H: -3.2867 1.4916 0.5289
H: -3.3749 3.9761 -0.3621
H: -1.6218 3.4549 -0.3632
H: -2.3443 4.4909 0.9513
H: -1.4260 1.3982 1.2753
C: -1.4215 -1.9543 3.4973
C: -2.7609 -1.1758 3.4002
C: -3.6068 -1.4245 2.1799
O: -3.4365 -1.6908 4.5608
H: -0.5642 -1.6720 2.8947
H: -1.6843 -2.9594 3.2678
H: -1.0762 -1.9039 4.4951
H: -2.5658 -0.0892 3.4967
H: -3.9945 -2.4098 2.1041
H: -3.1091 -1.2768 1.2075
H: -4.5681 -0.8321 2.2050
H: -3.9746 -0.9804 4.7175

Net charge: -1
Energy above the lowest of the compared OMol25 structures with the same formula, charge and spin, eV: 6.261
E_HOMO, Ha: -0.2438
Frontier orbital gap, eV: 9.21
Molar mass, g/mol: 547.5
Calculated total energy, eV: -53725.30524
Lowest unoccupied orbital energy, eV: 2.580
Largest force on an atom, eV/Å: 11.70

=====

(3)
A molecular structure, C20H60CaN5O9P. Source: the Open Molecules 2025 dataset; level of theory: wB97M-V/def2-TZVPD.

Element x y z (Å)
Ca: 3.5926 4.4861 10.1460
P: 5.3105 4.2879 7.8064
O: 4.9827 5.4621 8.7843
O: 6.7848 3.8768 7.8379
O: 4.9330 4.5633 6.3283
O: 4.3386 3.2557 8.4330
C: 8.6105 0.7513 8.0962
C: 7.1206 0.3523 8.0456
C: 6.8858 -1.0881 8.4489
O: 5.5666 -1.2070 8.9610
C: 5.3174 -2.2747 9.9161
N: 6.4787 1.2992 9.0299
H: 6.7556 1.2389 10.0114
H: 6.6508 2.2793 8.7444
H: 5.4607 1.2159 9.0115
H: 9.2362 0.1421 7.4408
H: 8.8898 0.5482 9.1290
H: 8.8106 1.7389 7.6840
H: 6.5836 0.6652 7.1507
H: 7.4963 -1.3647 9.3208
H: 7.1386 -1.8630 7.7224
H: 6.2669 -2.4039 10.4422
H: 5.1548 -3.2210 9.4018
H: 4.4937 -1.9964 10.5614
C: 3.3490 7.9284 7.0017
C: 2.6878 7.5294 5.7043
C: 2.4766 8.6332 4.6119
O: 2.4758 8.0455 3.3154
C: 2.9055 9.0224 2.3742
N: 3.7501 6.6697 5.0194
H: 4.0904 5.8785 5.6244
H: 3.3206 6.2211 4.2087
H: 4.5308 7.2725 4.7790
H: 3.0871 7.0858 7.6531
H: 3.0602 8.8936 7.4154
H: 4.4402 7.9419 7.0523
H: 1.7635 6.9734 5.8364
H: 3.1482 9.4765 4.7923
H: 1.4993 9.0623 4.8535
H: 3.0385 8.4810 1.4373
H: 3.8701 9.5225 2.5254
H: 2.2201 9.8572 2.2147
C: 3.6373 0.2619 6.3512
C: 2.4212 1.1411 6.2130
C: 1.5472 0.9946 7.4594
O: 0.1927 1.3589 7.1400
C: -0.5468 1.5528 8.3423
N: 2.8096 2.5884 5.9636
H: 3.2296 3.0688 6.7882
H: 3.4167 2.6586 5.1532
H: 1.9414 3.1098 5.8161
H: 3.4233 -0.7883 6.1728
H: 3.9593 0.4447 7.3790
H: 4.4695 0.5210 5.6922
H: 1.8161 0.9085 5.3353
H: 1.9552 1.7010 8.1985
H: 1.3417 0.0123 7.8854
H: -1.6098 1.7251 8.1819
H: -0.1120 2.4660 8.7667
H: -0.5399 0.6644 8.9807
C: 8.8574 6.9814 11.1186
C: 7.6961 6.7394 10.1462
C: 7.0151 8.0215 9.6832
O: 7.8794 8.8043 8.8857
C: 7.1847 9.7858 8.1557
N: 8.1187 5.9110 8.9717
H: 8.8987 5.2967 9.2126
H: 7.3322 5.3355 8.5818
H: 8.4711 6.3535 8.1164
H: 8.9170 6.1369 11.8147
H: 8.6036 7.7616 11.8336
H: 9.8283 7.0744 10.6401
H: 6.8355 6.1682 10.5091
H: 6.5956 8.6553 10.4690
H: 6.1154 7.6735 9.1537
H: 6.6767 9.3196 7.3032
H: 7.8832 10.5566 7.8329
H: 6.4530 10.3602 8.7354
C: 6.9321 3.8624 2.7534
C: 7.8965 3.7985 3.9381
C: 9.3068 4.2404 3.5138
O: 10.1998 3.7260 4.4855
C: 11.2578 4.6300 4.8191
N: 7.3951 4.6023 5.1036
H: 6.4328 4.2967 5.3281
H: 7.8883 4.3124 5.9527
H: 7.5044 5.6001 4.9412
H: 5.9210 3.5223 2.9460
H: 7.4735 3.4476 1.9050
H: 6.9826 4.9189 2.4557
H: 8.0988 2.7895 4.3050
H: 9.3311 5.3372 3.5179
H: 9.4782 3.9002 2.4937
H: 11.7575 4.8710 3.8777
H: 11.9184 4.1866 5.5552
H: 10.8523 5.5891 5.1661

Net charge: +4
Energy above the lowest of the compared OMol25 structures with the same formula, charge and spin, eV: 2.058
E_HOMO, Ha: -0.6921
Frontier orbital gap, eV: 7.24
Molar mass, g/mol: 585.8
Calculated total energy, eV: -75285.63573
Lowest unoccupied orbital energy, eV: -11.591
Largest force on an atom, eV/Å: 3.06

=====

(4)
A molecular structure, C20H60MnNO13. Source: the Open Molecules 2025 dataset; level of theory: wB97M-V/def2-TZVPD.

Element x y z (Å)
Mn: -8.6809 11.9908 -23.7955
N: -9.1428 8.7774 -24.7285
O: -8.6403 8.1104 -23.8761
O: -9.6709 8.2237 -25.6755
O: -9.0613 9.9791 -24.7056
C: -6.0462 8.1990 -26.9603
C: -5.4606 8.0283 -25.5418
O: -5.3268 9.2585 -24.9082
H: -5.3184 8.6119 -27.6588
H: -6.8618 8.9216 -26.9857
H: -6.4313 7.2398 -27.3062
H: -4.4512 7.6221 -25.6060
H: -6.0691 7.3466 -24.9475
H: -4.5144 9.6506 -25.2366
C: -5.7041 12.5097 -26.6963
C: -7.0625 11.9161 -26.4514
O: -7.9337 12.7103 -25.6588
H: -5.7704 13.4322 -27.2730
H: -5.1105 11.8006 -27.2734
H: -5.1681 12.6542 -25.7582
H: -6.9964 10.8749 -26.1356
H: -7.5275 11.7706 -27.4264
H: -8.0615 13.5153 -26.1659
C: -8.9914 3.5870 -25.9697
C: -9.1930 4.8213 -25.1190
O: -8.0385 5.6022 -25.0921
H: -9.8466 2.9110 -25.9630
H: -8.1419 3.0367 -25.5651
H: -8.7137 3.8782 -26.9827
H: -9.5032 4.5573 -24.1080
H: -10.0158 5.4289 -25.4956
H: -8.3548 6.4869 -24.8950
C: -11.8404 14.1545 -25.6630
C: -11.5116 13.5273 -24.3369
O: -10.7168 12.3393 -24.5386
H: -12.2236 15.1711 -25.5743
H: -12.5619 13.5881 -26.2518
H: -10.9460 14.2823 -26.2727
H: -12.4627 13.3544 -23.8333
H: -10.9577 14.1766 -23.6588
H: -11.3473 11.7056 -24.8885
C: -8.6356 11.0157 -19.9015
C: -8.9315 10.2524 -21.2276
O: -9.6942 11.1317 -22.0262
H: -8.0570 10.3397 -19.2719
H: -9.4677 11.3581 -19.2864
H: -8.0884 11.9312 -20.1267
H: -9.5252 9.3851 -20.9387
H: -8.0107 9.8327 -21.6328
H: -10.5299 11.2517 -21.5693
C: -5.5056 7.7391 -21.6532
C: -6.2856 6.5983 -21.0048
O: -5.4712 5.8394 -20.1547
H: -6.1812 8.3656 -22.2355
H: -4.6774 7.4132 -22.2824
H: -5.0025 8.2946 -20.8617
H: -6.7303 6.0237 -21.8173
H: -7.1359 7.0640 -20.5065
H: -5.8865 4.9754 -20.1034
C: -11.9895 6.2464 -23.1085
C: -11.4108 7.2234 -22.1394
O: -10.0883 6.8348 -21.8305
H: -11.9129 5.2034 -22.8016
H: -11.4772 6.3104 -24.0685
H: -13.0405 6.4983 -23.2501
H: -11.9892 7.1828 -21.2165
H: -11.3988 8.2504 -22.5043
H: -9.4887 7.0680 -22.5430
C: -4.7567 12.4582 -23.1614
C: -5.7617 11.5666 -22.4838
O: -6.7861 11.1370 -23.3901
H: -3.9214 12.7915 -22.5456
H: -5.2457 13.3516 -23.5500
H: -4.3126 11.8315 -23.9348
H: -6.2228 12.0810 -21.6406
H: -5.3143 10.6660 -22.0634
H: -6.3891 10.4268 -23.8997
C: -13.1258 8.5300 -29.9207
C: -11.8778 8.0538 -29.2101
O: -11.8858 8.4644 -27.8610
H: -13.2007 9.6153 -29.9889
H: -14.0209 8.1494 -29.4286
H: -13.1549 8.0549 -30.9012
H: -11.0501 8.4921 -29.7678
H: -11.7868 6.9679 -29.1865
H: -11.0337 8.3262 -27.4409
C: -13.2673 10.0970 -23.4076
C: -13.1507 9.5766 -24.8279
O: -12.5681 10.5582 -25.6351
H: -13.7288 9.3771 -22.7318
H: -14.0004 10.9034 -23.3899
H: -12.3864 10.4879 -22.8983
H: -14.0747 9.2243 -25.2862
H: -12.3963 8.7898 -24.8298
H: -12.2650 10.1313 -26.4398

Net charge: +1
Energy above the lowest of the compared OMol25 structures with the same formula, charge and spin, eV: 0.766
E_HOMO (spin up / spin down), Ha: -0.4179 / -0.4179
Frontier orbital gap (spin up / spin down), eV: 8.05 / 7.48
Molar mass, g/mol: 577.6
Spin multiplicity: 6
Calculated total energy, eV: -81131.23349
Lowest unoccupied orbital energy (spin up / spin down), eV: -3.318 / -3.896
Largest force on an atom, eV/Å: 4.94

=====

(5)
8 unconnected molecules or ions with the total composition C20H60N12O8. Source: the Open Molecules 2025 dataset; level of theory: wB97M-V/def2-TZVPD.

Element x y z (Å)
C: 3.7363 -2.2957 2.2981
O: 3.4558 -1.0635 2.4332
N: 4.9006 -2.8749 2.0701
N: 2.8464 -3.2179 2.0822
H: 4.7471 -3.7890 1.6689
H: 5.7662 -2.3627 2.1625
H: 3.1342 -4.1858 2.1022
H: 1.9088 -2.8501 2.1576
C: 0.8084 0.5394 -0.3842
O: -0.0805 -0.0379 0.1827
N: 1.8196 1.1881 0.2166
N: 0.8747 0.5132 -1.6904
H: 1.9434 1.1197 1.2167
H: 2.5528 1.6787 -0.2751
H: -0.0150 0.2398 -2.0825
H: 1.6773 0.8772 -2.1837
C: 1.6253 1.2931 5.1673
O: 1.3016 1.6696 6.2628
N: 1.0358 1.6134 4.0559
N: 2.6528 0.5282 4.9395
H: 0.2815 2.2848 4.0705
H: 1.4255 1.2065 3.2176
H: 3.3219 0.1780 5.6101
H: 2.7789 0.2485 3.9772
C: 4.3542 0.3344 -3.0860
O: 4.8902 -0.7514 -3.2187
N: 3.6055 0.8288 -3.9655
N: 4.4571 1.0844 -2.0289
H: 3.3383 1.8022 -4.0017
H: 3.5477 0.1457 -4.7072
H: 3.9674 1.9659 -2.0861
H: 4.9728 0.7759 -1.2171
C: -3.2061 0.8951 -1.2415
C: -3.7968 1.3315 0.1994
C: -5.2267 0.8411 0.4223
O: -5.9578 1.6524 -0.4623
C: -7.3408 1.1325 -0.3066
N: -2.9839 0.8082 1.2305
H: -2.1341 1.0722 -1.3280
H: -3.6222 1.3831 -2.1229
H: -3.4431 -0.1687 -1.2266
H: -3.9196 2.4095 0.3040
H: -5.6521 1.1217 1.3858
H: -5.3325 -0.2286 0.2412
H: -7.8300 1.5237 0.5855
H: -7.4596 0.0646 -0.1237
H: -7.9526 1.5633 -1.0991
H: -3.1449 -0.1877 1.2778
H: -2.0264 0.7372 0.9169
C: -0.8489 -4.3647 -2.2143
C: -0.2704 -3.0163 -2.6979
C: -1.3311 -1.8303 -2.4937
O: -1.2440 -0.5419 -3.0225
C: -1.5162 -0.4907 -4.4278
N: 1.0379 -2.8338 -2.0210
H: -1.6366 -4.6898 -2.8939
H: -1.2816 -4.3081 -1.2155
H: -0.0500 -5.1057 -2.2432
H: -0.2207 -3.1717 -3.7757
H: -1.5131 -1.6340 -1.4371
H: -2.3058 -2.1427 -2.8684
H: -0.7839 -1.0935 -4.9650
H: -1.4559 0.5062 -4.8642
H: -2.4944 -0.9496 -4.5710
H: 0.8094 -2.8703 -1.0378
H: 1.5541 -2.0115 -2.2992
C: 4.4484 5.1780 -1.7220
C: 3.3072 4.4481 -0.9512
C: 2.2728 5.5127 -0.3611
O: 1.0509 4.8148 0.0857
C: 1.1488 4.1934 1.2986
N: 2.6887 3.5050 -1.8989
H: 3.9910 5.6661 -2.5825
H: 5.1042 4.4184 -2.1476
H: 5.0643 5.8256 -1.0979
H: 3.7851 3.8054 -0.2118
H: 2.0472 6.2511 -1.1305
H: 2.6856 6.1077 0.4536
H: 1.2892 4.8618 2.1481
H: 1.9609 3.4741 1.4046
H: 0.2285 3.6209 1.4148
H: 2.5292 3.9384 -2.7971
H: 1.7950 3.5625 -1.4318
C: -0.8079 -4.7485 1.2739
C: -1.3229 -3.3365 1.4589
C: -2.6007 -3.2361 2.2876
O: -3.1864 -1.9607 2.2212
C: -4.4978 -2.0220 2.8652
N: -0.4101 -2.4133 2.0324
H: -0.5968 -5.1116 2.2797
H: 0.1695 -4.7882 0.7929
H: -1.5986 -5.3545 0.8315
H: -1.5751 -2.8995 0.4926
H: -2.4815 -3.6823 3.2750
H: -3.4257 -3.7702 1.8162
H: -4.4513 -2.6239 3.7727
H: -5.2146 -2.4375 2.1568
H: -5.0461 -1.1617 3.2489
H: -1.0035 -2.0792 2.7783
H: -0.3994 -1.6475 1.3740

Net charge: -1
Energy above the lowest of the compared OMol25 structures with the same formula, charge and spin, eV: 1.795
E_HOMO (spin up / spin down), Ha: 0.0195 / -0.2431
Frontier orbital gap (spin up / spin down), eV: 1.62 / 8.74
Molar mass, g/mol: 596.8
Spin multiplicity: 2
Calculated total energy, eV: -55971.65656
Lowest unoccupied orbital energy (spin up / spin down), eV: 2.150 / 2.122
Largest force on an atom, eV/Å: 6.31

=====

Look up the largest force on an atom of the first one. 2.94 eV/Å

=====

Among the records above, which one has the lowest molar mass? C20H60BF4O10